# 1
A 6-piece molecular cluster, C30H30BrO10 overall at a distorted geometry. Source: the Open Molecules 2025 dataset; level of theory: wB97M-V/def2-TZVPD.

Orbital gap (eV): 7.9
HOMO (eV): -5.585
Relative energy (zero: lowest compared OMol25 entry of this formula, charge and spin) (kcal/mol): 0.0

Geometry as ORCA input:
```
! wB97M-V def2-TZVPD RIJCOSX def2/J DEFGRID3
* xyz -1 1
Br 0.13 -0.39 -0.56
C -1.91 -5.29 -1.17
C -1.38 -4.16 -0.57
C -1.12 -4.18 0.81
C -1.27 -5.35 1.52
C -1.73 -6.51 0.90
C -2.07 -6.46 -0.44
O -2.59 -7.57 -1.11
O -0.75 -3.06 1.47
H -2.07 -5.32 -2.24
H -1.21 -3.21 -1.06
H -1.11 -5.34 2.59
H -1.80 -7.42 1.49
H -3.12 -8.07 -0.49
H -0.64 -2.32 0.85
C 1.93 2.87 -1.58
C 2.53 3.56 -2.64
C 2.71 4.93 -2.53
C 2.34 5.63 -1.40
C 1.73 4.91 -0.37
C 1.43 3.56 -0.49
O 0.81 2.94 0.55
O 3.33 5.63 -3.56
H 1.85 1.79 -1.66
H 2.89 2.96 -3.46
H 2.65 6.64 -1.22
H 1.48 5.42 0.55
H 0.64 2.01 0.32
H 3.85 5.05 -4.12
C -1.22 0.91 4.74
C -1.65 2.01 5.48
C -2.01 3.19 4.86
C -1.96 3.28 3.47
C -1.54 2.20 2.71
C -1.16 1.02 3.36
O -0.65 -0.04 2.69
O -2.44 4.31 5.54
H -0.96 -0.04 5.17
H -1.80 1.91 6.56
H -2.27 4.17 2.95
H -1.56 2.24 1.63
H -0.69 0.06 1.72
H -2.31 4.17 6.48
C -3.00 -1.65 -2.80
C -3.87 -2.64 -3.24
C -5.21 -2.34 -3.44
C -5.67 -1.05 -3.32
C -4.80 -0.06 -2.85
C -3.47 -0.36 -2.60
O -2.65 0.66 -2.22
O -6.11 -3.30 -3.86
H -1.95 -1.86 -2.64
H -3.54 -3.67 -3.33
H -6.72 -0.86 -3.50
H -5.18 0.94 -2.68
H -1.80 0.29 -1.90
H -5.67 -4.09 -4.20
C 5.33 1.09 -1.03
C 6.36 1.48 -0.16
C 6.36 0.95 1.12
C 5.47 -0.03 1.51
C 4.45 -0.41 0.64
C 4.37 0.18 -0.62
O 3.40 -0.18 -1.52
O 7.33 1.42 2.01
H 5.15 1.69 -1.91
H 7.12 2.17 -0.47
H 5.57 -0.54 2.46
H 3.78 -1.20 0.95
H 2.71 -0.66 -1.03
H 6.94 1.38 2.89
*
```



# 2
C37H53CuN4O2P2 as an isolated structure at a distorted geometry. Source: the Open Molecules 2025 dataset; level of theory: wB97M-V/def2-TZVPD.

Orbital gap (alpha / beta) (eV): 5.9 / 6.7
HOMO (alpha / beta) (eV): -8.516 / -9.407
Relative energy (zero: lowest compared OMol25 entry of this formula, charge and spin) (kcal/mol): 41.2

Geometry as ORCA input:
```
! wB97M-V def2-TZVPD RIJCOSX def2/J DEFGRID3
* xyz 1 2
C 1.06 0.00 -2.78
C -1.20 -0.81 -3.21
C 1.37 -0.19 -4.10
C -0.75 -1.25 -4.47
C 0.50 -0.87 -4.96
H 2.31 0.25 -4.42
H -1.38 -1.96 -5.01
H 0.85 -1.08 -5.97
N -0.25 -0.15 -2.39
P 2.35 -0.20 -0.11
P -2.65 0.08 -1.11
C 2.16 0.49 -1.85
H 3.11 0.27 -2.38
H 2.09 1.60 -1.76
C -2.51 -0.72 -2.72
H -3.25 -1.37 -3.18
C -3.69 -0.86 0.45
C -3.66 1.51 -1.99
C 3.28 -1.86 -0.34
C 3.54 1.09 0.65
C -2.87 -1.27 1.68
H -2.39 -0.42 2.17
H -3.57 -1.72 2.41
H -2.11 -2.03 1.44
C -4.78 0.07 0.99
H -4.32 0.94 1.48
H -5.49 0.41 0.23
H -5.36 -0.46 1.77
C -4.23 -2.15 -0.19
H -4.85 -2.69 0.55
H -4.85 -1.97 -1.08
H -3.40 -2.81 -0.48
C -3.95 2.63 -0.99
H -3.01 3.01 -0.55
H -4.43 3.48 -1.51
H -4.61 2.34 -0.17
C -2.84 2.12 -3.14
H -1.92 2.57 -2.75
H -2.59 1.40 -3.92
H -3.41 2.94 -3.62
C -4.94 0.84 -2.53
H -4.68 0.07 -3.27
H -5.53 0.36 -1.73
H -5.59 1.57 -3.02
C 4.09 0.55 1.97
H 4.73 1.32 2.42
H 3.27 0.34 2.68
H 4.69 -0.36 1.86
C 2.71 2.35 0.96
H 2.25 2.78 0.06
H 1.93 2.14 1.69
H 3.38 3.12 1.39
C 4.70 1.49 -0.29
H 5.31 2.24 0.24
H 5.36 0.66 -0.54
H 4.34 1.95 -1.22
C 2.71 -2.65 -1.53
H 3.18 -3.64 -1.56
H 1.63 -2.80 -1.46
H 2.92 -2.15 -2.49
C 3.07 -2.64 0.98
H 2.01 -2.85 1.16
H 3.58 -3.61 0.91
H 3.46 -2.10 1.85
C 4.78 -1.74 -0.60
H 4.99 -1.22 -1.54
H 5.34 -1.27 0.22
H 5.18 -2.77 -0.70
Cu 0.23 -0.46 0.54
C -0.78 0.57 -1.26
O -0.42 1.72 -0.93
N 0.01 -2.58 0.33
C 0.06 -3.78 0.27
C -0.50 -4.96 -0.38
C -0.56 -6.24 0.21
C -1.21 -4.75 -1.58
C -0.98 -7.34 -0.58
H -0.37 -6.33 1.29
C -1.70 -5.83 -2.33
H -1.47 -3.73 -1.90
C -1.53 -7.15 -1.87
H -0.86 -8.36 -0.20
H -2.21 -5.67 -3.28
H -1.80 -8.02 -2.50
N 1.34 2.91 6.70
C 0.22 3.02 5.92
O -0.69 3.80 6.19
C 0.15 2.08 4.75
C 0.92 0.92 4.63
C 0.88 0.17 3.45
N 0.13 0.53 2.38
C -0.70 1.60 2.53
C -0.72 2.38 3.69
H 1.47 3.63 7.40
H 2.18 2.50 6.33
H 1.57 0.59 5.44
H 1.48 -0.74 3.36
H -1.36 1.84 1.69
H -1.39 3.24 3.74
*
```



# 3
A 6-piece molecular cluster, C29H68ClF9O8P2S7Si overall at a distorted geometry. Source: the Open Molecules 2025 dataset; level of theory: wB97M-V/def2-TZVPD.

Orbital gap (eV): 6.8
HOMO (eV): -8.190

Geometry as ORCA input:
```
! wB97M-V def2-TZVPD RIJCOSX def2/J DEFGRID3
* xyz 0 1
C -6.56 -4.57 -0.47
C -6.36 -3.14 -1.18
C -4.83 -2.70 -1.31
C -4.14 -3.58 -2.46
C -3.22 -2.65 -3.43
C -4.16 -2.03 -4.55
C -3.47 -0.92 -5.48
C -2.51 0.11 -4.71
C -3.33 1.33 -4.06
C -4.02 0.86 -2.68
C -4.60 2.08 -1.84
C -3.54 2.83 -0.93
C -2.51 1.87 -0.18
Si -1.15 2.98 0.65
C -0.09 3.92 -0.67
C 0.00 3.15 -2.08
C 1.24 2.12 -2.17
C 0.64 0.64 -2.04
C 1.76 -0.48 -2.33
F 2.32 -0.08 -3.58
F 2.83 -0.42 -1.42
C 1.17 -1.93 -2.58
F 2.11 -2.61 -3.39
F -0.01 -1.93 -3.33
S 0.89 -3.00 -1.07
F 2.50 -3.19 -0.77
F 0.87 -4.36 -2.06
F -0.77 -2.91 -1.34
F 0.72 -1.73 -0.03
F 0.61 -4.02 0.21
P -2.29 4.54 1.77
O -1.26 5.38 2.86
Cl -3.65 3.39 2.95
P 0.11 1.76 2.02
O -0.67 0.27 2.36
O 1.57 1.38 1.18
S 0.63 2.68 3.65
H -7.56 -4.65 0.06
H -5.73 -4.82 0.26
H -6.55 -5.36 -1.30
H -6.86 -3.21 -2.20
H -6.98 -2.39 -0.58
H -4.71 -1.58 -1.49
H -4.31 -2.96 -0.32
H -3.42 -4.31 -1.96
H -4.90 -4.08 -3.14
H -2.74 -1.89 -2.75
H -2.47 -3.32 -3.97
H -4.45 -2.89 -5.26
H -5.16 -1.64 -4.14
H -4.31 -0.30 -5.94
H -2.90 -1.37 -6.35
H -1.84 0.58 -5.51
H -1.82 -0.36 -3.95
H -4.15 1.58 -4.82
H -2.71 2.28 -3.95
H -3.35 0.16 -2.08
H -4.92 0.23 -3.00
H -5.01 2.83 -2.61
H -5.53 1.72 -1.27
H -4.13 3.38 -0.11
H -2.94 3.63 -1.47
H -1.94 1.17 -0.87
H -3.03 1.21 0.60
H 0.98 3.99 -0.26
H -0.54 4.95 -0.80
H -0.97 2.63 -2.36
H 0.18 3.96 -2.87
H 1.95 2.38 -1.31
H 1.78 2.31 -3.14
H 0.24 0.57 -0.96
H -0.26 0.46 -2.71
H -1.53 5.06 3.75
H -0.19 -0.44 1.87
H 1.89 2.27 0.91
C 0.31 0.72 -8.62
S -0.26 2.21 -7.79
O -1.44 1.83 -6.95
C -0.89 3.03 -9.27
H 0.71 0.04 -7.87
H -0.52 0.24 -9.14
H 1.10 0.97 -9.33
H -1.65 2.41 -9.74
H -0.07 3.22 -9.96
H -1.34 3.98 -8.97
C 6.00 -2.30 2.43
S 5.79 -0.94 1.27
O 6.18 0.32 1.98
C 3.99 -0.99 1.23
H 7.06 -2.42 2.64
H 5.47 -2.08 3.37
H 5.61 -3.22 1.99
H 3.59 -0.85 2.23
H 3.66 -1.95 0.82
H 3.64 -0.19 0.58
C 10.83 -3.86 5.52
S 9.54 -3.12 4.49
O 8.82 -4.24 3.81
C 10.65 -2.38 3.29
H 10.35 -4.42 6.32
H 11.44 -4.54 4.92
H 11.45 -3.07 5.95
H 11.27 -3.15 2.83
H 11.28 -1.63 3.79
H 10.05 -1.89 2.52
C -1.72 0.55 7.89
S -2.64 0.69 6.35
O -4.01 0.14 6.59
C -1.71 -0.58 5.45
H -2.16 1.23 8.62
H -1.78 -0.47 8.27
H -0.68 0.83 7.72
H -1.77 -1.53 5.98
H -0.67 -0.26 5.36
H -2.15 -0.69 4.46
C 2.27 3.71 9.18
S 1.37 3.87 7.63
O -0.01 3.34 7.85
C 2.30 2.61 6.73
H 1.83 4.39 9.91
H 2.20 2.68 9.55
H 3.32 3.98 9.03
H 2.22 1.66 7.25
H 3.34 2.92 6.65
H 1.87 2.52 5.73
*
```



# 4
C9HNO4 as an isolated structure at a distorted geometry. Source: the Open Molecules 2025 dataset; level of theory: wB97M-V/def2-TZVPD.

Orbital gap (alpha / beta) (eV): 6.7 / 6.7
HOMO (alpha / beta) (eV): -9.542 / -9.537

Geometry as ORCA input:
```
! wB97M-V def2-TZVPD RIJCOSX def2/J DEFGRID3
* xyz 0 1
C 0.78 0.12 0.12
C -0.69 -0.15 0.23
C -1.46 0.87 0.67
C 1.04 1.44 0.06
C -1.19 2.27 0.26
C 0.04 2.45 -0.15
C -1.62 -1.39 -0.01
C -3.75 -0.01 -0.08
C -2.81 1.07 0.43
N -2.85 -0.97 -0.34
O -1.17 -2.48 0.18
O -4.92 0.04 -0.37
O 1.35 2.73 -0.38
O -2.65 2.40 0.04
H 1.60 -0.56 0.06
*
```



# 5
A 9-piece molecular cluster, H20NO8 overall at a distorted geometry. Source: the Open Molecules 2025 dataset; level of theory: wB97M-V/def2-TZVPD.

Orbital gap (eV): 11.2
HOMO (eV): -14.197
Relative energy (zero: lowest compared OMol25 entry of this formula, charge and spin) (kcal/mol): 64.2

Geometry as ORCA input:
```
! wB97M-V def2-TZVPD RIJCOSX def2/J DEFGRID3
* xyz 1 1
N 20.92 24.70 8.38
H 20.59 23.76 7.97
H 20.34 24.88 9.25
H 20.74 25.27 7.65
H 21.89 24.57 8.69
O 19.98 23.09 10.54
H 20.24 22.25 10.36
H 19.20 23.20 10.11
O 19.55 21.45 6.49
H 19.59 20.56 6.82
H 18.93 21.27 5.85
O 21.64 27.35 9.82
H 21.76 27.53 10.73
H 22.50 27.16 9.45
O 22.74 21.87 8.74
H 22.24 20.94 8.89
H 23.11 21.94 9.62
O 23.85 26.08 8.76
H 24.21 26.93 8.44
H 24.68 25.54 8.85
O 18.10 24.84 6.54
H 17.62 24.17 6.07
H 17.73 24.82 7.31
O 18.14 22.17 8.57
H 17.62 22.97 8.66
H 18.72 22.36 7.76
O 20.13 27.61 6.58
H 20.01 28.51 7.13
H 20.44 27.98 5.66
*
```



# 6
C6H12INOS as an isolated structure at a distorted geometry. Source: the Open Molecules 2025 dataset; level of theory: wB97M-V/def2-TZVPD.

Orbital gap (eV): 8.7
HOMO (eV): -8.242
Relative energy (zero: lowest compared OMol25 entry of this formula, charge and spin) (kcal/mol): 36.2

Geometry as ORCA input:
```
! wB97M-V def2-TZVPD RIJCOSX def2/J DEFGRID3
* xyz 0 1
C 1.77 -0.97 -0.93
C -0.71 -1.18 -0.34
C 1.71 0.53 -1.31
C -0.65 1.61 -0.14
C -1.50 -0.08 0.51
C -1.35 -0.20 2.01
N 0.64 -1.14 0.09
O 1.52 2.82 0.28
S 1.07 1.39 0.27
I -3.59 0.08 -0.12
H 1.67 -1.56 -1.81
H 2.78 -1.13 -0.44
H -1.23 -2.08 -0.08
H -0.56 -0.82 -1.46
H 2.71 0.88 -1.76
H 0.93 0.58 -2.00
H -0.86 1.46 -1.29
H -1.15 2.46 0.31
H -2.30 -0.10 2.60
H -0.59 0.45 2.51
H -1.17 -1.27 2.18
H 0.88 -1.72 0.91
*
```



Number 1: calculated total energy -4487.73835 a.u.. Number 2: calculated total energy -4134.09195 a.u.. Number 3: calculated total energy -6865.93718 a.u.. Number 4: calculated total energy -698.90293 a.u.. Number 5: calculated total energy -668.37737 a.u.. Number 6: calculated total energy -1061.54521 a.u..